[1]
Molecular formula: C37H28F5IrN2P2
Method: DFT, ωB97M-V with the def2-TZVPD basis set

```
75
Properties=species:S:1:pos:R:3:mulliken_charge:R:1
C 2.7429 3.1161 3.1087 -0.729
H 3.5761 -0.4136 -0.4812 0.358
H -2.2669 -1.1457 -3.1850 0.314
F -2.3955 2.6562 5.7241 -0.338
C 2.0228 0.2881 -3.4123 0.020
H -1.2172 -2.5385 -2.8873 0.389
H 5.0868 1.6248 -3.9357 0.399
H 1.9722 -5.1537 -3.8181 0.413
C -2.1504 3.7796 -2.6505 -0.774
C 3.4044 2.6449 4.2354 -0.524
F -2.4390 3.9051 3.3085 -0.343
H 1.0558 0.1909 -3.8911 0.201
C -1.2284 -1.4727 -3.1224 -1.008
H -4.2048 -2.8538 2.8036 0.393
C 1.1874 -3.6524 -0.3461 -0.173
C -2.1382 -2.1396 0.2200 -0.211
F -0.0896 -0.9565 3.8454 -0.382
N -0.5436 -0.6912 -2.0977 0.745
H -1.6096 4.6944 -2.8525 0.428
H 1.5728 -2.7296 -3.5929 0.429
H -2.4970 -3.9145 1.3701 0.462
C 3.0770 0.3854 3.4545 -0.469
C -2.7699 -2.8784 1.2194 -0.910
C 4.2827 1.1052 -3.4308 -0.502
C -1.5224 2.7381 -1.9885 -0.517
H -3.9702 4.4706 -3.5491 0.387
P -1.3247 0.2356 -0.9169 0.198
H -1.4083 -2.6241 -0.4170 0.250
H 0.9782 -3.2120 0.6231 0.382
C 3.5594 1.2738 4.3995 -0.515
H 2.9006 1.3498 -5.0544 0.426
C -3.4779 3.6527 -3.0393 -0.523
C 1.5119 -3.3729 -2.7225 -0.287
C 2.2251 2.2388 2.1711 -0.052
C 1.7476 -4.7311 -2.8475 -0.746
H -3.6790 0.8453 0.7267 0.442
C -0.6372 0.8503 2.4107 -0.840
P 0.9070 -1.0743 -1.2158 -0.924
N 1.9268 -0.0630 1.4068 -0.305
Ir 0.2010 -0.1103 0.7555 1.456
H 1.9048 -6.6091 -1.8243 0.387
H -4.8136 -0.4798 2.4549 0.421
C -1.2618 2.0831 2.3450 0.413
C -2.2236 1.5645 -1.7182 0.527
H 3.2056 -0.6823 3.5788 0.418
C 1.4358 -5.0132 -0.4747 -0.832
H 4.0709 0.8894 5.2735 0.365
C -0.6516 0.2552 3.6603 0.748
C -4.0695 -0.9455 1.8222 -0.754
C 1.7097 -5.5492 -1.7232 -0.495
C -1.2272 0.8382 4.7780 0.412
H 3.7943 3.3336 4.9729 0.401
F -1.3324 2.7495 1.1666 -0.272
H -5.2142 2.3923 -3.0710 0.428
C -1.8302 2.0760 4.6606 0.611
H 2.6133 4.1817 2.9630 0.377
C 2.2178 -0.2228 -2.1333 0.560
C -1.8501 2.7070 3.4294 0.284
C -3.7256 -2.2846 2.0180 -0.562
H 5.4257 0.7458 -1.6496 0.423
C 2.3796 0.8547 2.3315 0.009
C 4.4755 0.6075 -2.1485 -0.734
C 1.2187 -2.8314 -1.4706 0.489
H 1.6915 2.6033 1.3021 0.459
F -1.2157 0.2194 5.9653 -0.342
C 3.4473 -0.0549 -1.4961 -0.592
H -4.1014 0.5298 -1.8910 0.407
C -2.4753 -0.7996 0.0165 0.392
H -0.4928 2.8353 -1.6636 0.421
C 3.0560 0.9502 -4.0605 -0.705
C -4.1793 2.4861 -2.7693 -0.748
C -3.5538 1.4389 -2.1092 -0.048
H -0.7723 -1.3304 -4.1047 0.273
H 1.4213 -5.6500 0.4000 0.441
C -3.4465 -0.2069 0.8409 -0.600
```

The largest force on an atom is 0.528 eV/A. The calculation puts the HOMO-LUMO gap at 6.41 eV. The HOMO energy is -6.8 eV.

[2]
Molecular formula: C37H28N10PdS
Method: DFT, ωB97M-V with the def2-TZVPD basis set

```
77
Properties=species:S:1:pos:R:3:mulliken_charge:R:1
H 3.5007 -2.4012 6.4309 0.399
H -0.2625 -3.4872 4.6535 0.544
C 3.4384 2.9109 1.3190 0.327
C -0.1890 2.8518 -1.5197 -0.399
C 1.6136 -3.0522 5.6333 -0.598
C -5.2791 -1.0429 -0.0844 -0.207
C 0.6385 -2.8848 4.6646 -0.294
C -2.7534 3.4192 -4.7742 -0.664
C 2.5310 1.7846 1.5071 -0.201
H -2.5192 -3.6945 -3.8544 0.434
C 0.4083 -1.2705 -1.9519 -0.291
N 2.6990 0.8538 2.4230 -0.584
H 1.4798 -3.8000 6.4057 0.407
H 3.1058 5.4282 -0.9524 0.548
H -2.1349 -1.5493 -2.6220 0.232
N -0.8931 1.9099 -0.8371 -0.086
C -2.0318 1.6097 -1.5207 -0.363
C 1.7008 2.9918 -0.1664 -0.377
C -0.6766 4.1224 -3.7356 -0.175
H -3.4478 3.5024 -5.6018 0.398
C 3.5299 4.8440 -0.1447 -0.176
H 1.5603 -2.9525 -0.0973 0.293
H -3.8131 -3.2347 2.8116 0.575
C -3.9513 -0.9278 0.3088 0.500
C -1.6033 4.2155 -4.7643 -0.622
C 5.2191 4.4607 1.5534 -0.639
H 3.8510 -0.6402 4.7091 0.551
N -1.7667 -0.3175 0.6042 0.136
C -1.5495 -3.4722 -3.4006 -1.420
C 2.9379 -2.9916 -1.7621 -1.331
S 0.2369 -0.3091 -3.3065 -0.251
C 2.7666 -2.2534 5.6477 -0.622
C 1.9909 -1.1037 3.7241 0.265
H -1.1089 -4.4066 -3.0452 0.352
C -2.0447 -1.2994 1.5092 -0.582
H -1.4319 4.9124 -5.5758 0.401
N 1.4603 -1.0919 -1.0786 0.291
C -2.8724 -0.0589 -0.1393 -0.899
H 2.2120 -3.3646 -2.4872 0.266
C -1.7263 -2.4879 -2.2520 -0.363
C -5.5470 -2.7483 1.6200 -0.622
H -6.1959 -3.4491 2.1304 0.412
C -3.4314 -1.7108 1.3388 0.601
H 5.0033 2.6946 2.7809 0.559
C 0.8460 -1.8993 3.7082 0.449
C -3.0139 2.5212 -3.7498 -0.233
N -0.4729 -2.2016 -1.5613 0.097
N 0.9605 3.3978 -1.1835 -0.516
N -2.9740 0.7647 -1.1698 -0.399
C -4.2233 -2.6354 2.0077 -0.322
H 6.1256 4.7901 2.0445 0.411
C 2.9146 3.6707 0.2739 0.154
C -0.0089 -1.3728 2.6490 -0.529
C 4.6028 3.2927 1.9705 -0.177
C 1.8223 -0.1096 2.6689 -0.316
C 2.2274 -2.2698 -0.6220 -0.574
C -0.9418 3.2214 -2.7187 0.445
H 3.5260 -3.8333 -1.3898 0.430
Pd -0.1204 0.7761 0.5921 1.597
H -0.3694 -2.5569 -0.6253 0.241
H -3.8981 1.8961 -3.7575 0.545
H -5.6729 -0.4244 -0.8811 0.566
C 4.6862 5.2301 0.5103 -0.624
H 2.9481 -1.9044 0.1099 0.467
H -0.9030 -3.0416 -4.1666 0.291
C 2.9694 -1.2692 4.6953 -0.321
H -2.4146 -2.8936 -1.5085 0.324
C -2.0912 2.4404 -2.7219 0.531
C -6.0699 -1.9597 0.5854 -0.666
H -7.1142 -2.0617 0.3161 0.421
N 0.6278 -0.3240 2.0608 -0.060
H 2.0603 -0.3667 -1.4361 0.301
H 5.1858 6.1464 0.2191 0.397
N 1.5246 1.8774 0.5907 0.010
H 3.6069 -2.3039 -2.2838 0.318
H 0.2248 4.7230 -3.7233 0.548
N -1.2252 -1.8292 2.3960 -0.534
```

The largest force on an atom is 0.752 eV/A. The calculation puts the HOMO-LUMO gap (spin up / spin down) at 4.93 / 4.94 eV. The HOMO energy (spin up / spin down) is -6.4 / -6.4 eV.

no.,E_tot (eV)
1,-76806.579
2,-68044.376